[1]
{"formula": "C34H25GaN6O11S4", "method": "ωB97M-V/def2-TZVPD", "species": ["Ga", "C", "C", "N", "N", "C", "S", "S", "C", "C", "C", "C", "C", "C", "C", "C", "C", "C", "C", "C", "C", "O", "H", "H", "H", "H", "H", "H", "H", "H", "H", "H", "H", "H", "H", "H", "O", "C", "O", "C", "C", "C", "C", "C", "C", "N", "O", "O", "N", "O", "O", "H", "H", "H", "O", "S", "O", "N", "C", "S", "C", "C", "C", "C", "C", "C", "H", "H", "H", "H", "O", "C", "C", "C", "C", "O", "N", "H", "H", "H", "H"], "xyz": [[-2.2562, 1.0325, -1.5504], [-0.8496, 3.2784, 1.8885], [-0.9787, 2.7523, 0.4910], [-2.0908, 2.2906, 0.0388], [-3.2509, 2.4142, 0.7739], [-4.2982, 2.2828, 0.0317], [-4.3763, 2.0903, -1.7019], [-5.8515, 2.2707, 0.8556], [-5.3269, 2.1174, 2.5872], [-4.5464, 0.8640, 2.9019], [-4.9947, -0.3895, 2.4999], [-4.2491, -1.5249, 2.7749], [-3.0426, -1.4236, 3.4549], [-2.5877, -0.1777, 3.8610], [-3.3405, 0.9558, 3.5857], [0.1487, 2.8715, -0.4421], [1.3958, 3.2816, 0.0537], [2.4206, 3.6972, -0.7686], [2.1955, 3.7354, -2.1479], [1.0054, 3.2952, -2.6755], [-0.0457, 2.8008, -1.8587], [-1.1152, 2.3584, -2.4439], [-1.8008, 3.1908, 2.4020], [-0.1038, 2.6801, 2.4166], [-0.5232, 4.3195, 1.8833], [-4.7539, 2.9985, 2.8727], [-6.2748, 2.1376, 3.1326], [-5.9029, -0.4708, 1.9145], [-4.5844, -2.4880, 2.4110], [-2.4403, -2.3069, 3.6282], [-1.6286, -0.0830, 4.3563], [-2.9678, 1.9327, 3.8737], [1.5557, 3.2690, 1.1239], [3.3734, 3.9955, -0.3513], [2.9730, 4.1023, -2.8113], [0.8231, 3.2977, -3.7435], [-3.8467, -2.3220, -0.7685], [-3.0065, -1.5767, -0.2828], [-3.0611, -0.2747, -0.3327], [-1.8330, -2.1408, 0.4722], [-1.8489, -3.4330, 0.8458], [-0.8189, -3.9838, 1.6788], [0.1018, -3.1281, 2.2884], [0.1361, -1.8092, 1.9331], [-0.6407, -1.2557, 0.7766], [0.8393, -0.9006, 2.7678], [1.5332, -1.3272, 3.6939], [0.7085, 0.3098, 2.5589], [-0.8542, -5.3393, 2.0493], [0.0086, -5.7837, 2.8180], [-1.7480, -6.0618, 1.5905], [-2.6874, -4.0514, 0.5579], [0.7320, -3.4913, 3.0858], [-0.9903, -0.2529, 1.0275], [5.6833, -3.2042, -1.8119], [5.6558, -1.9252, -1.1626], [6.5453, -1.6963, -0.0615], [4.1074, -1.5264, -0.7484], [3.7031, -0.5106, -1.4331], [2.1975, 0.2811, -1.3537], [4.6752, 0.0739, -2.4158], [4.5299, 1.1436, -3.2855], [5.6066, 1.4672, -4.1010], [6.7940, 0.7411, -4.0476], [6.9329, -0.3314, -3.1751], [5.8538, -0.6394, -2.3736], [3.6110, 1.7156, -3.3219], [5.5207, 2.2989, -4.7886], [7.6175, 1.0161, -4.6946], [7.8487, -0.9053, -3.1239], [1.4420, -0.4645, -0.1473], [0.1698, -1.0900, -0.5362], [0.4470, -2.3789, -1.3531], [-0.4234, -2.2491, -2.6153], [-1.0287, -0.8804, -2.4506], [-1.9719, -0.3469, -3.1094], [-0.5683, -0.2340, -1.4051], [0.1907, -3.2604, -0.7706], [1.5109, -2.4335, -1.5856], [-1.2239, -2.9880, -2.6577], [0.1394, -2.2993, -3.5495]], "atomic_forces_ev_per_a": [[-0.051, -0.095, -0.010], [0.001, 0.011, 0.000], [0.009, 0.061, -0.033], [0.040, -0.086, 0.042], [-0.002, 0.016, -0.011], [-0.003, -0.002, -0.012], [0.005, 0.036, 0.004], [0.001, 0.015, 0.005], [-0.022, -0.023, 0.009], [-0.017, -0.004, 0.022], [0.009, 0.006, -0.009], [-0.012, 0.002, 0.019], [-0.002, -0.001, 0.009], [-0.001, 0.002, 0.003], [-0.021, -0.011, 0.030], [-0.006, -0.005, -0.006], [0.000, 0.016, -0.003], [0.000, 0.010, 0.006], [-0.002, -0.009, -0.005], [0.014, -0.025, 0.006], [0.004, -0.003, -0.002], [-0.005, 0.030, -0.015], [0.008, 0.016, -0.015], [-0.015, -0.011, 0.005], [0.017, -0.003, 0.000], [0.008, 0.003, -0.018], [0.011, 0.000, 0.016], [-0.001, -0.002, -0.004], [0.001, 0.000, -0.004], [-0.004, 0.003, -0.004], [-0.002, 0.001, -0.002], [-0.005, -0.012, -0.001], [-0.002, 0.005, 0.002], [-0.001, 0.003, 0.002], [-0.006, 0.006, -0.001], [0.003, -0.008, -0.002], [-0.031, -0.002, 0.043], [0.032, 0.029, 0.038], [-0.065, -0.010, -0.080], [0.026, -0.025, -0.062], [0.009, -0.007, -0.029], [0.001, 0.013, 0.006], [0.011, -0.015, -0.012], [-0.005, 0.035, 0.017], [-0.019, 0.001, 0.042], [0.017, -0.012, -0.010], [-0.017, 0.002, 0.012], [0.003, 0.006, 0.000], [0.007, -0.013, -0.009], [-0.003, 0.006, 0.007], [-0.001, 0.003, 0.000], [-0.003, 0.000, 0.006], [0.003, 0.000, -0.001], [-0.004, 0.005, -0.014], [0.003, -0.007, -0.006], [0.004, -0.005, 0.014], [0.013, 0.003, -0.011], [-0.012, -0.018, 0.000], [-0.043, -0.018, -0.059], [0.047, 0.011, 0.043], [-0.003, 0.001, -0.006], [0.009, 0.011, 0.013], [-0.003, 0.002, -0.003], [0.000, -0.004, 0.005], [-0.001, 0.003, -0.009], [0.003, 0.001, 0.008], [-0.001, -0.007, -0.003], [0.001, -0.001, -0.002], [0.000, 0.000, 0.000], [0.001, 0.001, -0.002], [-0.071, 0.098, 0.070], [0.003, -0.172, -0.049], [-0.023, -0.004, 0.013], [-0.043, -0.020, -0.012], [0.063, 0.047, 0.024], [-0.016, -0.010, 0.015], [0.123, 0.130, -0.010], [0.046, -0.009, 0.002], [-0.005, 0.020, -0.019], [-0.007, 0.007, 0.001], [0.001, -0.017, 0.002]], "homo_ev": -2.17, "total_energy_ha": -5984.41789, "total_charge": -2, "relative_energy_kcal_mol": 24.6}



[2]
{"formula": "C22H16IrN3S4Sb", "method": "ωB97M-V/def2-TZVPD", "species": ["Ir", "N", "C", "C", "C", "C", "C", "C", "C", "C", "N", "C", "H", "H", "H", "H", "H", "H", "H", "H", "S", "Sb", "S", "S", "S", "C", "C", "C", "C", "C", "C", "N", "C", "C", "C", "C", "C", "C", "C", "H", "H", "H", "H", "H", "H", "H", "H"], "xyz": [[0.2595, -0.4753, -1.6542], [1.5046, -2.2514, -1.0284], [1.4313, -2.3346, 0.3993], [2.4077, -2.8791, 1.1853], [2.2831, -2.8710, 2.5909], [1.1826, -2.3304, 3.1908], [0.1530, -1.7610, 2.4040], [-0.9995, -1.1550, 2.9542], [-1.9369, -0.6122, 2.1221], [-1.7145, -0.6299, 0.7347], [-0.6428, -1.1619, 0.1855], [0.2815, -1.7604, 1.0051], [2.4453, -2.3772, -1.3841], [0.9137, -2.9548, -1.4703], [3.2822, -3.3212, 0.7237], [3.0706, -3.3064, 3.1911], [1.0878, -2.3156, 4.2690], [-1.1199, -1.1216, 4.0297], [-2.8369, -0.1540, 2.5062], [-2.4237, -0.1844, 0.0473], [-1.3308, -3.4906, -4.4804], [0.1580, -2.3492, -5.6314], [2.0030, -2.1207, -4.1582], [1.4106, -0.1732, -3.6348], [-1.0734, 3.3644, 0.5683], [0.2085, 2.7358, 1.5623], [0.5867, 3.1039, 2.8480], [1.6283, 2.4152, 3.4434], [2.2915, 1.3888, 2.7643], [1.9241, 1.0307, 1.4829], [0.8644, 1.7043, 0.8778], [0.3548, 1.4395, -0.3801], [-0.6526, 2.2160, -0.6727], [-1.4222, 1.9596, -1.8714], [-2.3347, 2.8722, -2.4058], [-3.0745, 2.5160, -3.5136], [-2.9078, 1.2429, -4.0567], [-1.9923, 0.3483, -3.5289], [-1.1955, 0.6781, -2.4240], [0.0771, 3.9015, 3.3722], [1.9355, 2.6786, 4.4468], [3.1059, 0.8678, 3.2509], [2.4318, 0.2416, 0.9436], [-2.4527, 3.8543, -1.9603], [-3.7767, 3.2125, -3.9521], [-3.5019, 0.9485, -4.9143], [-1.8938, -0.6293, -3.9776]], "atomic_forces_ev_per_a": [[-0.463, -0.872, -0.979], [-0.085, 0.193, 0.490], [0.028, -0.060, 0.116], [-0.078, 0.034, -0.155], [-0.057, 0.046, 0.120], [0.088, -0.012, -0.026], [-0.080, -0.096, -0.029], [-0.072, 0.071, -0.076], [0.040, -0.116, 0.144], [0.036, -0.170, -0.238], [0.172, 0.494, 0.281], [-0.051, -0.050, -0.061], [-0.016, 0.063, -0.046], [0.075, -0.016, -0.128], [0.007, 0.009, -0.004], [0.007, 0.012, 0.003], [-0.009, -0.019, 0.005], [-0.011, -0.018, 0.008], [0.007, 0.024, 0.000], [0.044, 0.098, 0.000], [-0.272, -0.270, 0.238], [-0.245, 0.601, -0.274], [1.010, -0.142, 0.478], [-0.290, -0.039, -0.234], [0.077, -0.009, -0.045], [-0.004, -0.033, -0.050], [0.014, -0.003, 0.018], [-0.030, 0.034, 0.014], [0.029, -0.021, -0.006], [-0.021, 0.014, -0.014], [0.052, 0.049, 0.067], [0.017, 0.046, 0.055], [0.136, -0.106, 0.099], [-0.059, -0.075, -0.039], [-0.023, -0.055, 0.054], [-0.026, 0.033, 0.017], [-0.034, -0.024, -0.038], [-0.009, 0.039, 0.061], [0.072, 0.381, 0.197], [0.002, 0.005, 0.001], [0.001, 0.004, 0.001], [0.007, 0.007, -0.003], [0.017, 0.007, -0.010], [0.001, 0.005, 0.010], [-0.005, -0.004, 0.003], [0.009, 0.003, -0.001], [-0.009, -0.060, -0.024]], "homo_ev": [-6.91, -7.05], "s_squared": 0.7550, "total_energy_ha": -2949.63075, "total_charge": 0, "relative_energy_kcal_mol": 44.4, "spin_multiplicity": 2}



[3]
{"formula": "C8H6Cl3IN2SSe3TeV", "method": "ωB97M-V/def2-TZVPD", "species": ["V", "S", "C", "C", "C", "C", "C", "N", "H", "H", "H", "H", "Se", "Se", "Te", "Se", "I", "C", "H", "H", "Cl", "C", "Cl", "Cl", "C", "N"], "xyz": [[-0.4327, -0.8665, 1.0793], [2.0570, -1.2692, 0.5016], [1.9475, 0.4232, 0.1998], [2.9600, 1.3051, -0.2036], [2.6327, 2.6209, -0.4402], [1.3178, 3.0605, -0.2756], [0.3763, 2.1462, 0.1493], [0.6955, 0.8725, 0.3853], [3.9681, 0.9344, -0.3246], [3.4012, 3.3169, -0.7562], [1.0344, 4.0877, -0.4548], [-0.6621, 2.3962, 0.3251], [-2.6355, 0.5107, 1.3438], [-2.0006, 2.1043, 2.9855], [-1.4178, 0.4619, 4.7722], [0.4240, -0.7084, 3.5059], [-2.3185, -3.2957, 1.7123], [-0.2953, -2.9603, 1.0309], [-0.2167, -3.4870, 0.0821], [0.3380, -3.4147, 1.7876], [-2.9075, 0.0264, -3.7497], [-2.0069, -1.4177, -3.2691], [-0.6940, -1.7345, -4.4129], [-3.0895, -2.8195, -3.1729], [-1.4412, -1.2079, -1.9313], [-1.0342, -1.0853, -0.8699]], "atomic_forces_ev_per_a": [[0.709, -0.071, 0.716], [-0.084, 0.011, -0.028], [-0.119, -0.069, 0.050], [0.018, -0.031, 0.009], [0.005, 0.026, -0.006], [-0.037, -0.004, 0.021], [0.073, -0.040, 0.063], [-0.342, -0.083, -0.033], [-0.001, -0.001, -0.004], [-0.005, 0.006, -0.002], [0.015, 0.004, -0.003], [0.017, 0.067, -0.029], [0.157, 0.285, 0.030], [-0.126, -0.225, -0.302], [0.172, -0.169, 0.010], [-0.117, 0.138, 0.019], [-0.029, -0.037, -0.020], [-0.127, 0.186, 0.012], [0.036, 0.009, -0.004], [0.009, 0.014, 0.003], [0.024, -0.027, 0.011], [0.028, -0.023, 0.316], [0.001, 0.017, 0.018], [0.031, 0.068, -0.049], [-0.063, -0.098, -0.228], [-0.244, 0.045, -0.571]], "homo_ev": [-3.61, -3.70], "s_squared": 2.0466, "total_energy_ha": -10910.88569, "total_charge": -1, "relative_energy_kcal_mol": 0.0, "spin_multiplicity": 3}



[4]
{"formula": "C26H23N3O2", "method": "ωB97M-V/def2-TZVPD", "species": ["C", "N", "C", "C", "C", "C", "C", "C", "C", "C", "C", "C", "C", "C", "C", "C", "C", "C", "C", "C", "C", "C", "H", "H", "H", "H", "H", "H", "H", "H", "H", "H", "H", "H", "H", "H", "H", "H", "H", "H", "C", "N", "C", "O", "N", "C", "O", "C", "C", "H", "H", "H", "H", "H"], "xyz": [[0.0625, 5.6008, -1.2044], [0.4370, 4.8660, -0.0112], [0.7420, 5.7233, 1.1262], [0.3371, 3.4770, 0.0831], [1.0208, 2.6142, -0.8124], [0.9148, 1.2276, -0.7212], [0.0924, 0.5899, 0.2262], [0.0511, -0.9576, 0.3290], [-1.0083, -1.5600, 1.2494], [-0.4880, -2.6076, 2.0610], [-1.3669, -3.4135, 2.7775], [-2.7168, -3.0447, 2.8353], [-3.2217, -2.0138, 2.0398], [-2.3554, -1.2926, 1.1933], [0.9656, -2.5832, 1.9741], [1.3266, -1.5256, 1.0764], [2.6520, -1.1279, 1.0270], [3.6553, -1.9886, 1.5650], [3.2917, -3.0579, 2.3821], [1.9395, -3.4016, 2.5371], [-0.6465, 1.4489, 1.0721], [-0.5447, 2.8428, 0.9974], [-0.0029, 4.9546, -2.0906], [-0.9110, 6.1191, -1.0842], [0.8098, 6.3876, -1.3800], [1.3617, 5.1900, 1.8619], [1.3029, 6.6082, 0.7815], [-0.1536, 6.1133, 1.6412], [1.6643, 3.0325, -1.5813], [1.4554, 0.5955, -1.4200], [-1.0188, -4.3002, 3.2944], [-3.4240, -3.5613, 3.4803], [-4.2706, -1.7080, 2.0536], [-2.7019, -0.5322, 0.4913], [2.9050, -0.1894, 0.5287], [4.7124, -1.7624, 1.3515], [4.0819, -3.6215, 2.8795], [1.6633, -4.2965, 3.0816], [-1.3689, 1.0326, 1.7756], [-1.1885, 3.4850, 1.6229], [-1.6706, -0.3848, -4.1631], [-1.1046, -1.3639, -3.2500], [-1.0712, -0.9011, -1.9154], [-1.8150, 0.0534, -1.6349], [-0.1818, -1.5261, -1.0264], [0.2999, -2.8097, -1.3545], [0.8168, -3.5333, -0.4967], [0.2235, -3.2446, -2.7150], [-0.4101, -2.4882, -3.6420], [-1.7294, -0.7231, -5.1862], [-2.6475, -0.0315, -3.8515], [-1.0463, 0.5110, -4.1696], [0.7027, -4.1809, -2.9686], [-0.4227, -2.7402, -4.7168]], "atomic_forces_ev_per_a": [[-0.074, 0.019, 0.011], [0.497, 0.780, -0.079], [-0.188, -0.302, 0.141], [-0.680, -1.467, -0.209], [-0.159, 0.215, 0.486], [-0.437, -0.343, 0.342], [0.003, 0.859, 0.432], [0.253, 0.785, 1.635], [-0.105, -0.662, 0.142], [-0.969, 0.403, -0.514], [-0.025, 0.470, 0.076], [-0.450, 0.155, -0.446], [0.451, 0.506, -0.232], [-0.351, -0.226, 0.168], [0.835, 0.206, -1.035], [0.162, -0.295, 0.611], [0.033, -0.624, -0.694], [-0.453, 0.899, 0.360], [0.160, 0.069, -0.793], [-0.187, 0.770, 0.166], [0.178, -0.325, -0.136], [0.444, 0.347, -0.241], [0.073, 0.117, 0.366], [0.201, -0.240, -0.040], [-0.106, -0.163, -0.189], [-0.234, 0.105, -0.241], [-0.074, -0.349, 0.027], [0.095, -0.132, -0.061], [-0.039, 0.066, 0.133], [0.102, 0.168, -0.049], [0.044, 0.177, 0.190], [0.273, -0.159, -0.111], [0.275, -0.378, 0.169], [-0.124, -0.207, 0.331], [0.164, -0.462, -0.160], [-0.609, -0.033, 0.429], [-0.304, -0.105, -0.272], [-0.037, 0.182, 0.243], [0.310, 0.050, -0.141], [0.440, -0.486, -0.249], [0.063, 0.779, -0.282], [0.515, -0.056, 0.578], [-1.308, 1.549, 0.204], [1.589, -1.760, -0.019], [-0.094, -0.219, -1.337], [1.123, -1.306, 1.907], [-0.746, 0.881, -1.203], [-0.491, 0.492, -1.517], [0.066, -0.160, 0.188], [0.084, -0.614, -0.118], [-0.115, -0.368, 0.162], [0.103, -0.008, 0.042], [-0.029, 0.179, 0.082], [-0.146, 0.222, 0.746]], "smiles": "CN(C)c1ccc(C2(n3c(=O)ccn(C)c3=O)c3ccccc3-c3ccccc32)cc1", "homo_ev": -7.63, "total_energy_ha": -1319.31179, "total_charge": 0, "relative_energy_kcal_mol": 58.1}